{"formula": "C5H12O2", "method": "the ωB97M-V functional and the def2-TZVPD basis", "multiplicity": 1, "total_energy_ha": -348.16598, "elements": ["H", "H", "C", "H", "H", "H", "C", "O", "H", "H", "H", "C", "C", "H", "H", "H", "C", "O", "H"], "positions_angstrom": [[-2.0686, 0.4626, 1.1241], [-2.1695, -1.1796, 0.4991], [-1.5924, -0.5144, 1.1291], [0.5531, -2.3141, 1.5057], [1.8007, -1.2570, 1.0108], [1.0321, -0.7722, 2.4571], [-0.2422, 1.6168, -0.7776], [0.4202, 2.0564, -1.6834], [-0.1425, -0.9526, -0.3579], [1.0099, 0.9090, -3.3755], [0.0604, 1.5440, 1.3112], [0.8115, -1.2560, 1.5084], [0.3607, 0.9657, 0.4354], [0.5252, -0.5316, -3.3073], [-1.5969, -0.9081, 2.1478], [-1.3369, 1.5307, -0.9353], [-0.1340, -0.4656, 0.6160], [1.2774, 0.0056, -3.5865], [1.4316, 1.0603, 0.2790]], "forces_ev_per_a": [[-0.10, 0.07, 0.03], [-0.29, -0.14, 0.03], [0.52, -0.10, 0.10], [-0.30, 0.09, 0.74], [-0.26, 0.03, 0.08], [-0.59, -0.34, 0.38], [-0.12, -0.83, -0.53], [0.07, 0.41, 0.04], [0.23, -0.04, -0.20], [0.09, -0.03, 0.09], [0.14, 0.10, 0.19], [1.41, 0.13, -1.40], [-0.25, 0.67, -0.14], [0.18, 0.10, -0.11], [-0.20, 0.12, -0.03], [-0.05, 0.18, 0.35], [-0.44, -0.08, 0.12], [-0.22, -0.13, -0.01], [0.19, -0.21, 0.23]], "nbo_charge": [0.203, 0.214, -0.615, 0.218, 0.212, 0.212, 0.460, -0.548, 0.194, 0.486, 0.222, -0.607, -0.511, 0.458, 0.214, 0.107, -0.210, -0.944, 0.235]}